Computed, not measured: a structure of composition C63H133N7O7 at a distorted geometry, with ωB97M-V/def2-TZVPD.

Structure (ORCA input):
```
! RIJCOSX wB97M-V def2-TZVPD def2/J DEFGRID3
* xyz 0 1
C -8.7710 -10.3659 19.7024
C -10.0540 -10.0190 18.8215
C -10.6628 -11.3207 18.4628
C -12.1102 -11.3373 17.9609
C -12.9919 -10.5791 18.9704
C -12.4359 -9.1029 19.3833
N -11.0187 -9.3003 19.6867
O -10.4887 -8.1590 20.2711
C -12.6317 -8.0766 18.1486
C -13.1804 -8.5833 20.5694
C -9.6870 -9.1691 17.5409
H -8.0889 -11.0120 19.1498
H -9.0881 -10.8557 20.6230
H -8.2567 -9.4294 19.9186
H -10.1442 -11.6947 17.5801
H -10.3908 -12.1455 19.1214
H -12.4089 -12.3754 17.8148
H -12.1212 -10.7823 17.0229
H -13.2050 -11.1938 19.8449
H -13.9777 -10.4224 18.5323
H -13.6231 -7.6238 18.1399
H -11.9372 -7.2365 18.1567
H -12.4117 -8.5832 17.2088
H -14.2598 -8.4593 20.4828
H -12.8910 -8.9702 21.5466
H -12.9366 -7.5210 20.5551
H -8.7153 -9.4455 17.1317
H -9.5285 -8.1478 17.8871
H -10.5051 -9.1541 16.8208
H -10.4201 -8.4769 21.1743
C -17.8795 -6.4885 19.5969
C -18.0570 -8.0092 19.7026
C -18.7459 -8.4884 18.3811
C -18.6889 -9.9493 17.9599
C -17.2242 -10.3430 18.0164
C -16.4841 -10.0496 19.3383
N -16.7068 -8.6220 19.7934
O -15.8663 -8.2346 20.8278
C -16.8980 -11.1970 20.3453
C -14.9654 -10.2088 19.0258
C -18.8958 -8.3312 20.9773
H -17.0663 -6.2174 18.9237
H -17.4437 -6.1552 20.5387
H -18.8059 -5.9207 19.6824
H -19.7971 -8.3451 18.6311
H -18.4412 -7.9113 17.5081
H -18.9409 -10.0995 16.9102
H -19.4027 -10.4823 18.5880
H -16.6517 -10.2878 17.0905
H -17.4003 -11.4165 18.0838
H -16.3517 -10.9437 21.2539
H -17.9631 -11.1846 20.5766
H -16.6010 -12.1624 19.9357
H -14.2243 -10.1210 19.8202
H -14.7542 -11.1140 18.4565
H -14.6635 -9.3924 18.3697
H -18.3768 -8.0350 21.8889
H -19.1599 -9.3413 21.2902
H -19.8616 -7.8284 21.0286
H -16.4151 -8.4879 21.5737
C -14.7870 -6.3099 18.5850
C -15.3006 -4.8910 18.7319
C -15.0519 -4.7014 20.2175
C -15.0289 -3.2866 20.7661
C -14.1783 -2.4731 19.8042
C -14.2668 -2.5891 18.2636
N -14.4429 -3.9956 17.8891
O -14.7352 -4.1429 16.5585
C -15.4169 -1.7116 17.8189
C -12.9336 -2.1391 17.6692
C -16.7670 -4.6616 18.4050
H -14.9360 -6.6759 17.5691
H -15.3153 -6.8735 19.3540
H -13.7110 -6.3736 18.7471
H -15.9398 -5.1285 20.6837
H -14.3019 -5.3361 20.6897
H -14.6430 -3.2818 21.7855
H -16.0438 -2.9084 20.8884
H -13.1443 -2.7084 20.0562
H -14.2908 -1.3974 19.9397
H -15.1033 -0.7461 18.2159
H -15.5491 -1.7470 16.7376
H -16.4292 -1.9376 18.1541
H -12.7270 -1.1295 18.0245
H -12.0243 -2.5528 18.1051
H -12.9680 -1.9376 16.5985
H -16.9603 -4.2572 17.4114
H -17.1157 -3.9305 19.1344
H -17.2925 -5.6160 18.4348
H -15.6884 -4.0346 16.5228
C -21.4638 -9.4954 14.5871
C -20.0035 -9.8455 14.8017
C -19.9050 -11.4127 15.0034
C -19.7465 -12.2010 13.6850
C -18.5559 -11.7735 12.8968
C -18.5000 -10.2259 12.5682
N -19.0019 -9.4382 13.7527
O -19.0210 -8.0314 13.5150
C -17.0846 -9.7893 12.1711
C -19.4882 -10.1261 11.3546
C -19.4826 -9.0805 16.0743
H -21.6651 -9.3868 13.5214
H -21.7813 -8.6084 15.1352
H -22.2202 -10.0978 15.0902
H -19.1467 -11.6691 15.7432
H -20.8050 -11.8518 15.4339
H -20.6865 -12.2429 13.1347
H -19.4946 -13.1751 14.1042
H -18.6462 -12.2953 11.9441
H -17.6269 -12.1513 13.3239
H -16.4516 -9.8014 13.0584
H -16.6539 -10.4926 11.4583
H -17.1343 -8.7577 11.8226
H -19.2481 -10.5451 10.3774
H -20.4692 -10.4382 11.7130
H -19.6624 -9.0622 11.1938
H -19.9098 -9.4597 17.0027
H -19.6482 -8.0032 16.0658
H -18.4516 -9.3992 16.2281
H -18.3125 -7.8468 14.1359
C -22.0578 -5.1061 21.8139
C -21.0912 -6.0799 22.4911
C -19.9821 -5.4398 23.3099
C -20.3625 -4.7468 24.6503
C -21.2105 -5.6804 25.5568
C -22.2994 -6.3684 24.7945
N -21.8511 -6.9436 23.4293
O -22.8179 -7.6164 22.7642
C -22.7071 -7.5537 25.7164
C -23.4506 -5.4106 24.7186
C -20.4777 -7.0728 21.3630
H -22.0144 -4.1453 22.3269
H -23.0795 -5.4841 21.7784
H -21.7898 -5.0725 20.7579
H -19.3457 -6.3002 23.5166
H -19.3921 -4.8077 22.6462
H -20.9552 -3.9380 24.2230
H -19.4450 -4.3449 25.0801
H -21.6201 -5.0212 26.3222
H -20.6086 -6.3251 26.1971
H -23.2185 -7.3104 26.6478
H -23.3850 -8.2015 25.1606
H -21.8014 -8.0520 26.0621
H -24.3146 -5.5174 24.0627
H -23.8731 -4.9546 25.6140
H -23.0165 -4.5271 24.2506
H -19.6841 -6.5819 20.7998
H -21.2330 -7.5485 20.7374
H -19.8261 -7.9011 21.6411
H -22.5357 -8.5314 22.8337
C -18.9107 -14.4162 17.2951
C -20.4344 -14.0555 17.8365
C -20.9986 -15.1484 18.7581
C -20.6442 -15.0060 20.1606
C -21.0910 -13.5671 20.6639
C -20.3450 -12.4226 19.8953
N -20.4686 -12.6945 18.4495
O -20.1055 -11.6371 17.5615
C -21.1453 -11.0731 20.2337
C -18.9258 -12.3868 20.4733
C -21.2879 -14.2106 16.5715
H -18.5023 -14.8245 18.2196
H -18.3840 -13.5239 16.9568
H -18.9226 -15.0625 16.4175
H -22.0167 -15.5096 18.6127
H -20.4354 -16.0583 18.5509
H -19.5817 -15.1917 20.3179
H -21.2431 -15.6682 20.7858
H -20.9311 -13.4857 21.7390
H -22.1303 -13.4464 20.3582
H -22.1916 -11.2431 20.4874
H -20.7309 -10.5108 21.0705
H -20.9890 -10.3378 19.4444
H -18.4556 -13.3075 20.1280
H -18.3468 -11.6099 19.9740
H -18.8175 -12.3226 21.5560
H -21.6453 -15.2327 16.4469
H -20.9087 -14.0267 15.5663
H -22.1563 -13.5801 16.7629
H -20.8403 -11.0359 17.7035
C -16.4458 -5.8174 14.6288
C -17.7932 -5.6743 15.3036
C -17.7770 -6.2595 16.7398
C -18.9513 -5.7168 17.6254
C -18.9648 -4.2508 17.7528
C -19.0096 -3.5895 16.3170
N -18.0707 -4.2011 15.3757
O -18.3022 -3.6059 14.1372
C -20.5206 -3.6637 15.9193
C -18.6480 -2.0918 16.4356
C -18.8707 -6.4328 14.4528
H -15.6148 -5.1636 14.8936
H -16.3759 -5.7257 13.5449
H -15.9156 -6.7491 14.8262
H -17.7122 -7.3470 16.7743
H -16.8750 -5.9210 17.2495
H -18.8565 -6.1781 18.6085
H -19.8258 -6.2127 17.2043
H -18.0840 -3.8701 18.2699
H -19.8096 -4.0771 18.4193
H -20.9646 -4.6471 15.7643
H -21.1757 -3.1904 16.6506
H -20.6599 -3.1191 14.9854
H -17.5604 -2.0452 16.4917
H -18.9971 -1.5996 15.5279
H -18.9885 -1.5239 17.3014
H -18.6722 -6.1775 13.4119
H -19.9113 -6.3137 14.7546
H -18.7245 -7.5044 14.5883
H -19.1980 -3.9165 13.9868
*
```

Properties
- E (hartree) = -3387.7631
- gap between HOMO and LUMO (eV) = 6.959